1.
11 unconnected molecules or ions with the total composition C33H69BN3O21S4 at a distorted geometry. Source: the OMol25 dataset; level of theory: the ωB97M-V functional and the def2-TZVPD basis.

```
131
Properties=species:S:1:pos:R:3
O 2.628 -0.831 2.996
C 1.942 -0.438 2.039
O 0.703 -0.675 1.824
B 0.355 -0.347 0.425
O 1.561 0.261 -0.065
C 2.538 0.230 0.805
O 3.661 0.789 0.749
O -0.700 0.667 0.362
C -1.690 0.173 -0.395
O -2.714 0.729 -0.711
C -1.331 -1.250 -0.773
O -0.120 -1.526 -0.276
O -2.070 -2.046 -1.445
C 3.289 -3.639 -4.623
S 4.438 -5.100 -4.311
O 4.783 -5.619 -5.697
C 5.945 -3.919 -4.069
H 3.025 -3.035 -3.755
H 2.428 -4.233 -4.927
H 3.620 -3.007 -5.447
H 6.880 -4.479 -4.091
H 5.872 -3.309 -3.169
H 6.025 -3.257 -4.932
C -6.345 -5.974 -0.297
S -7.974 -5.086 -0.074
O -7.621 -4.084 1.059
C -7.697 -4.145 -1.642
H -6.159 -6.553 0.607
H -5.499 -5.309 -0.472
H -6.321 -6.627 -1.169
H -7.794 -4.786 -2.518
H -6.728 -3.654 -1.722
H -8.428 -3.337 -1.597
C 5.329 4.452 4.690
S 5.313 6.198 4.072
O 4.306 7.084 4.791
C 6.960 6.650 4.862
H 6.231 3.906 4.415
H 4.445 3.945 4.303
H 5.282 4.488 5.779
H 7.699 5.850 4.816
H 6.791 6.764 5.933
H 7.479 7.531 4.483
C 7.348 3.515 -6.692
S 5.945 2.270 -6.612
O 6.690 0.944 -6.588
C 5.468 2.527 -4.801
H 7.731 3.496 -7.712
H 8.103 3.391 -5.915
H 6.945 4.507 -6.489
H 6.207 2.528 -3.999
H 4.678 1.805 -4.599
H 4.859 3.428 -4.730
C -7.503 4.330 0.324
O -8.237 3.980 1.273
N -7.878 5.257 -0.598
C -6.952 5.621 -1.705
C -9.152 5.906 -0.542
H -6.497 3.947 0.094
H -6.630 6.636 -1.472
H -7.418 5.472 -2.680
H -6.022 5.059 -1.785
H -9.000 6.971 -0.367
H -9.718 5.784 -1.465
H -9.799 5.490 0.231
C 2.079 -8.920 0.396
O 3.030 -9.472 0.916
N 1.619 -7.657 0.776
C 0.602 -6.938 0.000
C 2.319 -6.841 1.784
H 1.449 -9.432 -0.347
H -0.247 -7.598 -0.177
H 0.946 -6.608 -0.980
H 0.154 -6.071 0.487
H 2.906 -6.109 1.228
H 1.750 -6.236 2.489
H 3.021 -7.338 2.454
C -5.066 0.360 6.880
O -6.083 -0.127 7.347
N -4.739 0.262 5.539
C -3.450 0.744 4.946
C -5.542 -0.498 4.539
H -4.250 0.892 7.395
H -3.654 1.700 4.464
H -3.140 0.119 4.109
H -2.821 0.854 5.830
H -5.678 0.214 3.725
H -5.101 -1.439 4.209
H -6.603 -0.555 4.781
O 1.377 6.561 -3.343
C 1.252 6.319 -2.143
O 2.231 6.276 -1.234
C 3.504 6.809 -1.602
C 3.696 8.311 -1.344
C -0.068 6.060 -1.563
H 3.700 6.636 -2.661
H 4.304 6.198 -1.183
H 4.648 8.636 -1.764
H 3.567 8.660 -0.320
H 3.029 8.992 -1.872
H -0.739 6.516 -2.290
H -0.268 6.440 -0.561
H -0.340 5.005 -1.555
O 5.055 -1.405 8.884
C 4.243 -2.274 8.550
O 2.985 -2.393 8.970
C 2.322 -1.252 9.639
C 1.801 -0.133 8.587
C 4.665 -3.414 7.630
H 3.106 -0.853 10.282
H 1.500 -1.567 10.282
H 1.316 0.677 9.131
H 1.101 -0.590 7.887
H 2.691 0.176 8.038
H 5.716 -3.304 7.360
H 4.168 -3.199 6.684
H 4.414 -4.407 8.003
O -3.001 -5.218 -7.035
C -2.781 -4.234 -7.747
O -3.419 -3.057 -7.680
C -4.567 -2.922 -6.809
C -4.897 -1.408 -6.734
C -1.414 -4.060 -8.430
H -4.337 -3.317 -5.819
H -5.368 -3.485 -7.288
H -5.227 -1.010 -7.693
H -4.010 -0.914 -6.337
H -5.765 -1.299 -6.083
H -0.841 -4.929 -8.108
H -0.950 -3.172 -8.001
H -1.403 -4.080 -9.519
```

## Properties
Charge: -1
Gap between HOMO and LUMO, eV: 9.159
Strongest force on any atom, eV/A: 5.5
LUMO energy, eV: 1.7
Calculated total energy, eV: -126826.411
E_HOMO, eV: -7.4

2.
A molecular structure, C33H69ClN4O5Si2 at a distorted geometry. Source: the OMol25 dataset; level of theory: the ωB97M-V functional and the def2-TZVPD basis.

```
114
Properties=species:S:1:pos:R:3
C -0.955 -7.006 2.062
O -2.301 -6.573 2.488
C -2.816 -5.583 1.500
C -4.357 -5.210 1.966
C -4.350 -3.782 2.789
C -5.725 -2.930 2.429
Si -5.354 -1.125 1.785
C -4.074 -0.219 2.969
C -2.511 -0.537 2.593
C -1.589 0.843 2.471
C -0.134 0.384 1.868
C 0.916 1.661 1.642
C 2.477 1.235 2.050
C 3.592 2.297 1.449
C 4.598 1.600 0.355
C 6.109 1.427 1.040
C 7.311 1.292 -0.099
C 8.152 -0.065 0.272
C 8.985 -0.721 -0.992
N 9.693 -1.964 -0.420
C 8.984 -3.114 0.309
C 9.950 -4.316 0.866
C 11.391 -3.729 0.345
C 11.186 -2.257 -0.420
O -6.832 -0.179 1.875
Si -8.108 -0.893 0.838
C -9.656 -1.072 2.035
C -10.902 -1.896 1.360
C -12.122 -1.892 2.505
Cl -10.556 -3.684 0.999
C -8.389 0.367 -0.591
C -9.358 -0.159 -1.804
O -9.829 -1.546 -1.673
C -10.548 0.961 -1.990
N -11.825 0.664 -1.234
H -0.895 -8.179 1.961
H -0.721 -6.517 1.004
H -0.128 -6.640 2.820
H -2.818 -6.127 0.446
H -2.092 -4.662 1.488
H -5.008 -5.170 0.974
H -4.775 -6.032 2.721
H -4.241 -3.948 3.952
H -3.437 -3.162 2.363
H -6.391 -2.816 3.412
H -6.353 -3.547 1.650
H -4.840 -1.165 0.401
H -4.311 -0.545 4.071
H -4.330 0.941 2.867
H -2.518 -1.177 1.604
H -2.072 -1.168 3.505
H -2.128 1.611 1.743
H -1.477 1.378 3.507
H 0.425 -0.385 2.587
H -0.264 -0.123 0.816
H 0.899 1.957 0.490
H 0.601 2.581 2.322
H 2.625 0.141 1.640
H 2.583 1.172 3.219
H 4.234 2.652 2.381
H 3.074 3.226 0.942
H 4.741 2.227 -0.625
H 4.174 0.517 0.131
H 6.364 2.318 1.789
H 6.028 0.461 1.732
H 6.913 1.274 -1.202
H 8.045 2.208 0.099
H 7.365 -0.866 0.635
H 8.922 0.152 1.126
H 8.310 -1.043 -1.896
H 9.868 -0.006 -1.340
H 7.812 -3.040 0.420
H 9.651 -5.283 1.454
H 12.405 -4.297 0.517
H 12.033 -1.559 -0.880
H -7.574 -2.191 0.414
H -9.935 -0.027 2.483
H -9.260 -1.731 2.936
H -11.347 -1.322 0.438
H -13.137 -2.102 1.934
H -11.907 -2.650 3.380
H -12.203 -0.762 2.878
H -8.711 1.381 -0.099
H -7.318 0.570 -1.075
H -8.718 -0.122 -2.811
H -10.632 -1.609 -2.301
H -10.158 2.019 -1.600
H -10.852 1.154 -3.123
H -12.614 0.411 -1.869
H -12.063 1.499 -0.628
C 6.503 2.763 -3.674
C 5.874 1.421 -3.926
O 5.158 0.870 -3.093
N 6.117 0.811 -5.121
C 6.921 1.287 -6.220
H 6.217 3.119 -2.680
H 7.592 2.679 -3.710
H 6.151 3.486 -4.414
H 5.658 -0.088 -5.213
H 6.281 1.355 -7.103
H 7.710 0.554 -6.405
H 7.368 2.261 -6.019
C 3.899 6.001 -2.940
C 4.912 6.676 -3.822
O 5.057 6.368 -5.003
N 5.686 7.658 -3.278
C 5.671 8.162 -1.925
H 3.361 5.242 -3.516
H 4.400 5.507 -2.103
H 3.175 6.733 -2.573
H 6.342 8.063 -3.935
H 5.451 9.232 -1.965
H 6.666 8.016 -1.499
H 4.930 7.660 -1.302
```

## Properties
Gap between HOMO and LUMO, eV: 7.894
Strongest force on any atom, eV/A: 7.6
LUMO energy, eV: 0.5
Calculated total energy, eV: -79802.789
E_HOMO, eV: -7.4